Record 1
The following is a quantum chemistry calculation of C21H32NPb as an isolated structure, from OMol25.

The geometry in XYZ format:
```
55
Properties=species:S:1:pos:R:3:forces:R:3:lowdin_charge:R:1
C 1.4135 -1.8666 1.4835 0.106 -1.115 -0.266 -0.337
C 1.9249 -1.1927 0.3241 0.844 -1.567 -0.981 -0.324
C 0.9718 -1.3878 -0.7616 0.715 -1.148 -0.039 -0.283
C -0.1198 -2.1429 -0.2577 0.876 -1.261 0.211 -0.308
C 0.1107 -2.3902 1.1561 1.058 -1.925 -1.074 -0.343
Pb -0.0260 -0.0601 1.0354 -0.343 -1.213 -1.604 1.383
C -1.9514 1.6798 -0.7424 0.264 -0.175 -0.046 -0.493
C -1.8890 1.1269 0.6981 -3.202 2.396 -0.544 -0.319
H -2.0199 1.9106 1.4584 0.099 -0.192 -0.136 0.116
C -2.2248 -0.2191 1.1122 -2.116 -0.318 0.255 -0.169
H -2.6358 -0.9190 0.3724 0.320 0.320 0.336 0.057
H -2.6473 -0.3637 2.1153 0.149 0.133 -0.330 0.078
C -2.8528 2.9366 -0.7866 -0.087 0.092 0.223 -0.025
H -2.4198 3.7459 -0.1736 -0.178 -0.279 -0.229 0.096
H -2.9755 3.3143 -1.8180 0.125 -0.208 0.432 0.094
H -3.8517 2.6939 -0.3833 0.376 0.097 -0.204 0.099
C -2.4990 0.6254 -1.7254 -0.050 -0.120 0.027 -0.024
H -1.8585 -0.2712 -1.7273 -0.256 0.309 -0.057 0.057
H -3.5188 0.3243 -1.4324 0.356 0.113 -0.140 0.106
H -2.5376 1.0183 -2.7557 0.020 -0.135 0.469 0.095
C 3.3145 -0.6321 0.1766 0.034 0.037 -0.001 -0.026
H 3.5757 0.0403 1.0108 0.028 -0.193 -0.244 0.078
H 4.0615 -1.4496 0.1596 -0.333 0.369 0.046 0.105
H 3.4207 -0.0682 -0.7629 -0.047 -0.194 0.379 0.077
C 1.1858 -0.9478 -2.1829 0.022 0.060 -0.126 -0.008
H 1.7390 0.0039 -2.2320 -0.217 -0.325 0.013 0.068
H 1.7706 -1.7040 -2.7411 -0.261 0.316 0.242 0.107
H 0.2299 -0.8041 -2.7107 0.342 -0.061 0.158 0.079
C -1.2374 -2.7553 -1.0518 -0.133 -0.077 -0.111 -0.028
H -1.3649 -2.2650 -2.0296 0.046 -0.245 0.353 0.075
H -1.0120 -3.8220 -1.2412 -0.126 0.449 0.060 0.106
H -2.2021 -2.7193 -0.5182 0.336 -0.043 -0.232 0.076
C -0.7516 -3.2463 2.0423 -0.069 -0.010 0.058 -0.026
H -1.7962 -3.2578 1.6907 0.393 0.001 0.152 0.083
H -0.3887 -4.2928 2.0619 -0.184 0.499 0.010 0.104
H -0.7520 -2.8699 3.0779 -0.047 -0.214 -0.233 0.078
C 2.1256 -2.0325 2.7959 0.024 0.068 0.058 -0.029
H 1.4174 -2.1805 3.6263 0.242 -0.091 -0.234 0.078
H 2.7958 -2.9123 2.7563 -0.276 0.424 0.111 0.109
H 2.7382 -1.1491 3.0354 -0.010 -0.313 -0.057 0.077
C 0.5421 1.9468 -0.2313 0.142 2.909 0.132 -0.186
C -0.5184 2.0608 -1.1674 0.521 -0.017 -0.079 -0.173
C 1.8584 2.3325 -0.5621 -0.112 -0.039 -0.311 -0.080
C -0.1944 2.4855 -2.4693 0.178 -0.159 0.330 -0.015
H 0.2828 1.9178 0.8758 0.658 1.853 -2.057 0.056
C 2.1514 2.7704 -1.8566 -0.269 -0.277 0.094 -0.071
H 2.6368 2.2872 0.2050 -0.226 0.123 -0.306 0.111
C 1.1202 2.8361 -2.8104 -0.041 -0.025 0.212 -0.053
H -0.9804 2.5582 -3.2284 0.306 0.001 0.314 0.121
H 3.1712 3.0646 -2.1247 -0.426 -0.112 0.120 0.117
H 1.3412 3.1771 -3.8276 -0.098 -0.139 0.441 0.116
N 0.2913 0.6768 3.0125 0.551 1.733 4.404 0.001
H 1.3061 0.8780 3.1535 -1.100 -0.171 0.219 0.106
H -0.0193 -0.0419 3.7032 0.450 0.903 -0.424 0.107
H -0.2543 1.5529 3.1706 0.628 -0.843 0.207 0.105
```
Forces are in eV/Å.

Summary:
Energy relative to the best compared isomer or geometry (same formula, charge and spin) = 1.4 kcal per mole
E = -29020.97176 eV
Kohn-Sham gap (alpha / beta) = 5.947 / 5.447 eV
HOMO level (alpha / beta) = -9.0 / -9.3 eV
Charge = +1
LUMO level (alpha / beta) = -3.07 / -3.85 eV
M = 505.7 g mol⁻¹



Record 2
The following is a quantum chemistry calculation of C21H33AsCl2MnN3O2S as an isolated structure, from OMol25.

The geometry in XYZ format:
```
64
Properties=species:S:1:pos:R:3:forces:R:3:lowdin_charge:R:1
Mn -1.6052 0.3929 0.2573 -0.750 0.129 -0.057 0.852
Cl -1.0284 -2.9943 -3.1485 -0.042 -0.013 -0.032 0.757
C -2.4833 -2.1791 -2.7256 0.098 -0.135 -0.146 -0.565
C -3.6917 -2.4969 -3.3858 0.039 -0.115 -0.105 -0.082
C -4.8582 -1.8666 -3.0669 -0.028 -0.017 -0.035 -0.590
Cl -6.3101 -2.2688 -3.8949 -0.006 0.007 0.011 0.777
C -4.8799 -0.8746 -2.0508 -0.136 0.092 0.059 -0.149
C -6.0079 -0.1505 -1.6168 0.021 -0.009 -0.010 0.040
C -5.8788 0.7778 -0.6115 -0.073 -0.002 -0.035 -0.006
C -4.6315 0.9931 -0.0244 0.072 0.023 0.049 -0.072
N -3.5509 0.3356 -0.4133 0.113 -0.040 0.088 0.019
C -3.6643 -0.5892 -1.4181 -0.060 0.169 0.157 -0.143
C -2.4638 -1.2284 -1.7498 0.242 0.186 0.256 -0.333
O -1.3690 -0.8485 -1.0504 0.012 -0.244 -0.160 -0.244
H -3.6863 -3.2540 -4.1583 0.041 0.007 0.015 0.122
H -6.9694 -0.3322 -2.0789 0.010 -0.005 0.000 0.115
H -6.7303 1.3447 -0.2644 0.005 -0.008 -0.004 0.124
H -4.5033 1.7095 0.7766 0.033 -0.010 0.002 0.118
C 3.6557 -4.2652 0.3194 0.029 0.044 0.015 -0.096
C 3.7103 -2.8848 0.9700 -0.048 -0.070 -0.009 -0.255
C 2.3737 -2.4239 1.5538 0.047 0.006 -0.054 -0.191
C 1.2400 -2.3624 0.5364 0.164 -0.033 -0.044 -0.189
N 1.5776 -1.5308 -0.6256 -0.028 -0.039 0.102 0.059
C 1.3668 -0.2410 -0.7952 -0.018 -0.071 -0.080 -0.648
S 0.6054 0.7316 0.4629 0.590 0.100 0.188 0.771
N 1.7775 0.3458 -1.9039 -0.063 0.128 -0.059 0.051
C 1.7735 1.7885 -2.2038 0.100 -0.041 0.041 -0.179
C 2.9218 2.5520 -1.5520 0.067 -0.079 0.001 -0.203
C 4.3101 2.2662 -2.1301 -0.029 -0.072 0.035 -0.242
C 4.9160 0.9187 -1.7340 -0.017 0.044 -0.021 -0.102
H 4.6464 -4.5704 -0.0159 -0.027 -0.007 0.002 0.081
H 2.9985 -4.2961 -0.5555 0.019 -0.005 0.029 0.063
H 3.2998 -5.0175 1.0265 -0.008 0.016 -0.032 0.086
H 4.0770 -2.1440 0.2512 0.005 -0.001 0.022 0.095
H 4.4411 -2.9007 1.7794 0.021 0.024 -0.018 0.115
H 2.4955 -1.4375 2.0120 -0.027 -0.019 0.018 0.103
H 2.0636 -3.1156 2.3423 -0.007 0.040 0.010 0.124
H 0.3316 -1.9801 0.9828 -0.166 0.085 0.043 0.085
H 1.0126 -3.3530 0.1463 -0.018 0.005 -0.030 0.128
H 2.0838 -2.0086 -1.3593 -0.020 -0.001 -0.026 0.158
H 2.2428 -0.2413 -2.5816 0.016 -0.004 -0.005 0.154
H 0.8139 2.1963 -1.8977 -0.063 -0.009 0.009 0.096
H 1.8378 1.8700 -3.2883 -0.049 -0.017 -0.015 0.135
H 2.9218 2.3444 -0.4760 -0.012 0.066 -0.015 0.094
H 2.6983 3.6150 -1.6687 -0.014 -0.012 -0.004 0.121
H 4.9791 3.0571 -1.7885 0.009 -0.003 -0.007 0.113
H 4.2736 2.3504 -3.2204 0.015 0.037 0.017 0.115
H 4.8678 0.7674 -0.6516 -0.005 -0.004 -0.036 0.075
H 5.9648 0.8734 -2.0257 -0.019 -0.012 0.010 0.081
H 4.4230 0.0720 -2.2195 0.020 0.016 0.023 0.053
C -2.9529 2.2084 4.3685 -0.001 0.003 -0.078 -0.171
As -1.4342 2.1339 3.2202 0.049 0.018 0.118 1.061
C -0.7697 3.8829 2.8587 0.000 -0.045 0.010 -0.168
C -0.0855 1.0499 4.0321 -0.039 0.033 -0.058 -0.185
O -1.9749 1.4502 1.7582 -0.094 -0.139 -0.189 -0.618
H -2.6305 2.4694 5.3749 0.000 0.017 0.018 0.061
H -3.4304 1.2313 4.3723 -0.010 -0.029 0.036 0.057
H -3.6454 2.9597 3.9963 -0.025 0.009 0.000 0.056
H -0.2502 4.2524 3.7417 0.003 0.029 0.007 0.063
H -1.6052 4.5357 2.6197 -0.012 0.035 -0.026 0.057
H -0.0822 3.8301 2.0175 0.040 0.001 -0.009 0.047
H -0.0121 1.3406 5.0798 0.028 -0.018 0.000 0.060
H 0.8696 1.2021 3.5356 0.002 -0.010 -0.021 0.033
H -0.3854 0.0068 3.9594 0.005 -0.033 0.029 0.055
```
Forces are in eV/Å.

Summary:
E = -158905.91280 eV
Kohn-Sham gap (alpha / beta) = 6.364 / 7.022 eV
HOMO level (alpha / beta) = -13.5 / -13.6 eV
Multiplicity = 5
Charge = +2
LUMO level (alpha / beta) = -7.12 / -6.58 eV
M = 592.3 g mol⁻¹



Record 3
The following is a quantum chemistry calculation of C21H33AuCl2N4O3S as an isolated structure, from OMol25.

The geometry in XYZ format:
```
65
Properties=species:S:1:pos:R:3:forces:R:3:lowdin_charge:R:1
O 2.9737 0.7517 -3.3256 -2.162 0.139 0.643 0.004
C 1.9067 1.4148 -3.2701 0.852 1.088 -2.528 -0.303
C 1.9370 2.7918 -2.6103 0.461 -0.756 0.158 -0.212
C 1.7111 2.9905 -1.2587 -0.047 0.421 0.499 -0.067
H 1.4619 2.1340 -0.6163 0.040 0.569 -0.293 0.034
C 1.7955 4.2893 -0.7236 -0.019 -0.283 -0.337 -0.065
H 1.5515 4.4495 0.3329 0.234 -0.016 -0.432 0.105
C 2.1276 5.3614 -1.5616 -0.286 -0.056 -0.218 -0.091
H 2.1344 6.3863 -1.1798 0.035 -0.396 -0.063 0.101
C 2.3894 5.1382 -2.9223 0.044 -0.093 -0.033 -0.081
H 2.5842 5.9716 -3.6138 0.096 -0.389 0.532 0.106
C 2.3534 3.8367 -3.4296 -0.351 0.261 -0.129 -0.042
H 2.6173 3.6098 -4.4707 -0.227 0.289 0.381 0.121
H 1.1688 1.4203 -4.2381 1.507 -0.317 1.951 0.174
C 0.0930 -0.6876 -3.3745 0.153 -0.898 -0.497 -0.122
C 0.1583 0.4760 -2.4597 -2.190 1.383 -0.988 -0.192
H -0.3454 -0.3873 -4.3485 0.014 -0.032 0.493 0.100
H -0.5247 -1.4906 -2.9242 0.307 0.328 -0.270 0.050
H 1.0892 -1.0858 -3.6396 -0.369 0.055 0.346 0.080
C -0.8524 1.3639 -2.2335 1.593 -0.131 -0.625 -0.245
C -2.2784 1.1953 -2.6942 -0.215 -0.934 0.127 -0.143
H -0.6318 2.3391 -1.8075 0.148 -0.216 0.152 0.091
H -2.3835 1.3921 -3.7837 0.190 0.099 0.581 0.092
H -2.9404 1.8435 -2.0917 0.325 -0.342 -0.483 0.052
H -2.5574 0.1335 -2.5163 -0.165 0.789 -0.258 -0.019
Au -0.7383 -0.3384 -0.1488 -0.416 -0.373 0.589 0.384
Cl -2.3157 1.2974 0.6004 -0.450 0.726 0.330 0.025
Cl -2.4989 -1.6886 -1.0151 -0.145 -0.570 -0.212 -0.014
C -2.8517 -1.1440 2.7812 0.396 -0.415 0.076 -0.379
O -1.8326 -1.4652 3.4017 -0.465 0.278 -0.115 -0.033
N -3.6785 -2.0280 2.1979 0.388 0.117 0.269 -0.200
C -3.4405 -3.4411 2.3897 0.092 -0.179 0.098 -0.053
C -4.8081 -1.5710 1.4186 -0.286 0.434 0.091 -0.101
H -3.1550 -0.0939 2.6430 0.057 -0.195 0.002 0.078
H -2.3694 -3.6602 2.3047 -0.295 0.037 -0.030 0.088
H -4.0060 -3.9960 1.6416 0.183 0.008 -0.016 0.081
H -3.7855 -3.7598 3.3824 0.125 -0.003 -0.092 0.091
H -4.4815 -0.8354 0.6755 -0.115 -0.227 0.085 0.023
H -5.5507 -1.1067 2.0790 -0.107 -0.118 -0.181 0.086
H -5.2568 -2.4283 0.9132 0.061 0.237 0.008 0.082
H 2.1953 -4.2572 -0.0025 0.080 0.092 -0.448 0.101
H 4.7504 -2.5072 -1.2448 -0.079 -0.096 -0.182 0.097
C 2.2792 -4.1360 -1.0973 -0.205 -0.270 0.041 -0.025
C 3.9833 -2.5426 -2.0292 -0.112 0.193 0.257 -0.025
N 2.6603 -2.7723 -1.4496 0.237 -0.030 0.057 -0.168
H 1.2983 -4.3903 -1.5327 0.421 0.123 0.141 0.102
C 1.8637 -1.7644 -1.1224 -1.718 -0.602 0.764 -0.313
O 0.7164 -1.9823 -0.6209 2.165 -0.038 -0.867 -0.200
H 3.9698 -1.5857 -2.5545 0.096 -0.117 -0.045 0.078
H 2.2602 -0.7546 -1.3121 -0.169 -0.197 -0.050 0.127
H 3.0567 -4.8085 -1.4890 -0.391 0.185 0.196 0.089
H 4.2071 -3.3591 -2.7212 -0.004 0.263 0.034 0.091
C 1.4116 -1.1535 3.8836 0.087 -0.203 0.151 -0.035
N 0.6408 0.0818 3.8878 -0.266 0.471 -0.176 -0.128
C 0.0309 0.6673 4.9877 -0.020 0.197 -0.571 -0.043
C -0.6463 1.7588 4.5387 0.261 -0.540 -0.098 -0.056
N -0.4630 1.8060 3.1650 0.427 -0.274 -0.036 0.072
C 0.3395 0.7825 2.7647 -0.564 0.041 1.341 -0.721
S 0.9939 0.4231 1.2517 0.912 0.424 -0.091 0.670
H 0.7943 -1.9911 3.5283 0.053 0.361 0.109 0.097
H 2.2740 -1.0389 3.2161 -0.238 -0.012 0.270 0.069
H 1.7476 -1.3475 4.9106 -0.084 0.048 -0.340 0.095
H 0.1211 0.2337 5.9704 -0.002 0.152 -0.083 0.125
H -1.1992 2.5037 5.0861 -0.084 -0.128 -0.151 0.117
H -0.9447 2.4125 2.5002 0.208 -0.362 0.167 0.096
```
Forces are in eV/Å.

Summary:
E = -73985.02609 eV
Kohn-Sham gap (alpha / beta) = 7.519 / 6.512 eV
HOMO level (alpha / beta) = -7.0 / -8.1 eV
Multiplicity = 3
LUMO level (alpha / beta) = 0.51 / -1.58 eV
M = 689.5 g mol⁻¹